1.
This record from OMol25 describes an isolated molecule of C6H12N2O3. The level of theory is wB97M-V/def2-TZVPD.

Output
Orbital gap   9.72 eV
HOMO   -9.052 eV
SMILES   CC(C)(C)N1COC(=O)N1O

Geometry as XYZ:
```
23
C6H12N2O3 wB97M-V/def2-TZVPD
C 0.326 2.093 1.653
C 1.607 1.047 -0.002
C 0.809 -1.349 -1.569
C -1.117 -1.712 0.028
C -1.189 0.513 -1.090
C -0.233 -0.640 -0.672
N -0.277 0.884 1.395
N 0.611 0.007 0.362
O 0.055 2.833 2.533
O 1.268 2.265 0.672
O -0.817 0.088 2.392
H 2.502 0.687 0.554
H 1.595 1.340 -1.022
H 0.325 -1.860 -2.333
H 1.606 -0.570 -1.866
H 1.349 -2.217 -1.046
H -0.578 -2.082 0.812
H -1.255 -2.474 -0.589
H -1.977 -1.184 0.394
H -1.814 0.845 -0.324
H -0.681 1.415 -1.537
H -1.819 0.195 -1.940
H -0.296 -0.124 3.194
```



2.
This record from OMol25 describes an isolated molecule of C6H12N2O3. The level of theory is wB97M-V/def2-TZVPD.

Output
Orbital gap   9.32 eV
HOMO   -9.596 eV
SMILES   O=[N+]([O-])OCC1CCNCC1

Geometry as XYZ:
```
23
C6H12N2O3 wB97M-V/def2-TZVPD
C -0.454 0.278 0.941
C 0.342 0.336 -0.488
C 0.908 -1.152 -0.638
C 2.077 -1.374 0.176
C 2.800 0.908 0.149
C 1.459 1.467 -0.362
H 0.067 -0.347 1.628
H -0.777 1.280 1.430
H -0.464 0.553 -1.264
H 1.120 -1.256 -1.711
H 0.134 -1.801 -0.416
H 2.202 -2.488 0.082
H 1.655 -1.178 1.181
H 3.857 -0.663 0.508
H 2.902 1.150 1.315
H 3.536 1.675 -0.098
H 1.684 1.849 -1.402
H 1.090 2.332 0.374
N -2.637 0.034 -0.083
N 3.204 -0.451 -0.194
O -2.767 1.230 -0.302
O -3.405 -0.926 -0.443
O -1.799 -0.425 0.950
```



Most stable one: 1, least stable one: 2.



1.
This record from OMol25 describes an isolated molecule of C23H21N3O4. The level of theory is wB97M-V/def2-TZVPD.

Output
Orbital gap   8.65 eV
HOMO   -8.486 eV
SMILES   COc1cccc(CN(C)C(=O)c2cc(COc3ccc4ncccc4c3)on2)c1

Geometry as XYZ:
```
51
C23H21N3O4 wB97M-V/def2-TZVPD
C -4.444 -4.297 0.903
H -3.584 -4.965 0.905
O -3.989 -3.095 0.332
C -4.871 -2.068 0.185
C -4.363 -0.915 -0.412
C -5.164 0.196 -0.608
C -6.494 0.160 -0.204
C -7.003 -0.984 0.380
C -6.204 -2.098 0.582
H -6.630 -2.974 1.045
H -8.037 -1.015 0.691
H -7.127 1.021 -0.352
C -4.572 1.429 -1.241
N -3.412 1.899 -0.504
C -2.197 1.752 -1.066
O -2.046 1.290 -2.188
C -0.980 2.149 -0.306
N -0.889 3.031 0.661
O 0.413 3.117 1.016
C 1.135 2.279 0.254
C 0.308 1.633 -0.616
H 0.550 0.906 -1.359
C 2.608 2.212 0.474
O 3.049 0.958 0.013
C 4.379 0.655 0.083
C 4.739 -0.585 -0.396
C 6.077 -1.003 -0.371
C 6.507 -2.261 -0.847
C 7.834 -2.581 -0.781
C 8.730 -1.641 -0.238
N 8.374 -0.472 0.212
C 7.071 -0.131 0.158
C 6.675 1.131 0.641
C 5.363 1.517 0.607
H 5.091 2.490 0.986
H 7.436 1.783 1.039
H 9.787 -1.869 -0.173
H 8.202 -3.533 -1.135
H 5.779 -2.949 -1.256
H 3.975 -1.236 -0.794
H 3.096 3.029 -0.082
H 2.815 2.346 1.546
C -3.703 2.414 0.809
H -2.791 2.731 1.304
H -4.205 1.644 1.402
H -4.371 3.274 0.721
H -4.233 1.201 -2.256
H -5.316 2.231 -1.281
H -3.331 -0.909 -0.725
H -4.789 -4.150 1.932
H -5.248 -4.745 0.311
```



2.
This record from OMol25 describes an isolated molecule of C23H21N3O4. The level of theory is wB97M-V/def2-TZVPD.

Output
Orbital gap   7.23 eV
HOMO   -7.036 eV
SMILES   COc1ccc(-c2nc3ccccn3c2/N=C/c2ccc(OC)c(OC)c2)cc1O

Geometry as XYZ:
```
51
C23H21N3O4 wB97M-V/def2-TZVPD
C -3.284 -5.815 0.413
O -2.372 -4.995 -0.271
C -2.495 -3.629 -0.128
C -3.445 -2.976 0.639
C -3.457 -1.593 0.699
C -2.515 -0.842 0.006
C -1.570 -1.498 -0.783
C -1.553 -2.876 -0.852
O -0.627 -3.504 -1.625
H -0.779 -4.456 -1.551
H -0.848 -0.947 -1.365
C -2.572 0.611 0.076
N -3.768 1.236 0.146
C -3.524 2.534 0.115
C -4.400 3.626 0.164
C -3.885 4.892 0.110
C -2.491 5.093 0.012
C -1.645 4.028 -0.029
N -2.157 2.778 0.015
C -1.531 1.555 0.015
N -0.178 1.533 -0.060
C 0.546 0.568 0.364
C 1.979 0.585 0.198
C 2.630 1.625 -0.464
C 4.000 1.609 -0.604
C 4.777 0.569 -0.098
C 4.131 -0.499 0.560
C 2.750 -0.465 0.694
H 2.282 -1.293 1.203
O 4.715 -1.595 1.122
C 6.067 -1.915 0.883
H 6.745 -1.192 1.342
H 6.283 -1.986 -0.186
H 6.212 -2.892 1.345
O 6.144 0.539 -0.204
C 6.797 1.580 -0.886
H 6.642 2.546 -0.393
H 7.856 1.327 -0.853
H 6.474 1.646 -1.930
H 4.478 2.429 -1.115
H 2.047 2.439 -0.863
H 0.128 -0.302 0.879
H -0.571 4.101 -0.101
H -2.094 6.094 -0.030
H -4.540 5.749 0.144
H -5.457 3.433 0.242
H -4.202 -1.081 1.286
H -4.183 -3.534 1.193
H -4.312 -5.627 0.088
H -3.007 -6.838 0.162
H -3.214 -5.675 1.496
```



Most stable one: 2, least stable one: 1.



1.
This record from OMol25 describes an isolated molecule of C7H11NO2. The level of theory is wB97M-V/def2-TZVPD.

Output
Orbital gap   9.66 eV
HOMO   -9.430 eV
SMILES   O=[N+]([O-])CC1=CCCCC1

Geometry as XYZ:
```
21
C7H11NO2 wB97M-V/def2-TZVPD
O -0.193 2.701 -2.245
O -1.197 3.679 -0.575
C -0.367 0.398 1.532
C -0.041 0.739 0.217
N -0.789 2.675 -1.197
C -1.129 1.368 -0.628
C 0.589 -0.300 2.449
C 1.325 0.472 -0.389
C 2.037 -0.311 1.912
C 2.039 -0.646 0.421
H -1.385 0.539 1.908
H -2.062 1.455 -0.046
H -1.391 0.714 -1.432
H 0.592 0.278 3.378
H 0.210 -1.318 2.664
H 1.252 0.116 -1.400
H 1.953 1.389 -0.377
H 2.520 0.647 2.094
H 2.595 -1.062 2.508
H 1.509 -1.596 0.266
H 3.046 -0.824 0.053
```



2.
This record from OMol25 describes a cluster of 2 separate species, C7H11NO2 in total. The level of theory is wB97M-V/def2-TZVPD.

Output
Orbital gap (alpha / beta)   8.10 / 8.10 eV
HOMO (alpha / beta)   -8.335 / -8.335 eV

Geometry as XYZ:
```
21
C7H11NO2 wB97M-V/def2-TZVPD
C 0.069 -2.872 -1.217
C -0.439 -1.759 -1.240
C -2.166 1.217 0.585
C -0.453 -0.378 1.675
C 1.659 0.680 -0.238
C -1.217 -0.580 -1.235
C -0.790 0.651 0.570
N 0.316 1.281 -0.079
O -2.930 0.895 1.443
O -2.536 2.021 -0.410
H 0.724 -3.638 -1.129
H 0.346 -0.952 1.228
H -1.362 -0.860 1.881
H 0.020 0.010 2.664
H 2.051 1.208 -1.046
H 2.271 0.627 0.675
H 1.518 -0.348 -0.511
H -2.231 -0.684 -1.118
H -1.090 0.137 -1.975
H 0.459 2.176 0.432
H -2.001 1.698 -1.290
```



Most stable one: 1, least stable one: 2.



1.
This record from OMol25 describes an isolated molecule of C2H7NO2Si. The level of theory is wB97M-V/def2-TZVPD.

Output
Orbital gap   10.58 eV
HOMO   -10.652 eV
SMILES   C[C@@H]([SiH3])[N+](=O)[O-]

Geometry as XYZ:
```
13
C2H7NO2Si wB97M-V/def2-TZVPD
C 0.113 -1.352 0.757
C -0.117 0.113 0.498
N -1.442 0.215 -0.074
O -2.334 -0.091 0.653
O -1.532 0.666 -1.212
Si 0.960 1.071 -0.897
H 0.415 -1.892 -0.224
H -0.823 -1.983 1.027
H 1.059 -1.539 1.358
H -0.106 0.667 1.695
H 1.383 0.085 -1.796
H 0.300 2.327 -1.369
H 2.124 1.712 -0.413
```



2.
This record from OMol25 describes a cluster of 2 separate species, C2H7NO2Si in total. The level of theory is wB97M-V/def2-TZVPD.

Output
Orbital gap (alpha / beta)   8.64 / 8.58 eV
HOMO (alpha / beta)   -10.333 / -10.166 eV

Geometry as XYZ:
```
13
C2H7NO2Si wB97M-V/def2-TZVPD
C -0.661 0.224 -1.445
C 0.068 -0.084 -0.197
N 0.174 -1.459 0.128
O -0.108 -2.304 -0.695
O 0.524 -1.701 1.273
Si 0.164 0.915 1.431
H -0.253 -0.303 -2.305
H -0.680 1.292 -1.636
H -1.690 -0.130 -1.320
H 1.998 0.008 -0.556
H -0.946 0.473 2.268
H 1.466 0.769 2.053
H -0.055 2.301 1.003
```



Most stable one: 1, least stable one: 2.



1.
This record from OMol25 describes a cluster of 4 separate species, H8O3S2 in total. The level of theory is wB97M-V/def2-TZVPD.

Output
Orbital gap   9.61 eV
HOMO   -9.739 eV
SMILES   SS.O.O.O

Geometry as XYZ:
```
13
H8O3S2 wB97M-V/def2-TZVPD
S -1.464 -1.029 -1.002
S 0.163 -1.286 -2.361
H -1.435 0.259 -1.342
H 1.152 -0.863 -1.495
H 0.160 1.848 -0.408
H -1.420 2.013 -0.400
O -0.661 1.899 -0.972
H 1.558 0.650 -0.157
H 0.986 0.152 1.198
O 1.338 0.981 0.741
H -0.313 -1.482 2.823
H -0.338 -1.554 1.319
O 0.274 -1.588 2.056
```



2.
This record from OMol25 describes a cluster of 4 separate species, H8O3S2 in total. The level of theory is wB97M-V/def2-TZVPD.

Output
Orbital gap   10.00 eV
HOMO   -9.547 eV
SMILES   SS.O.O.O

Geometry as XYZ:
```
13
H8O3S2 wB97M-V/def2-TZVPD
S 2.025 -2.304 -2.374
S 3.946 -2.079 -2.978
H 2.029 -3.575 -1.857
H 4.514 -1.363 -2.020
H 1.857 6.952 2.242
H 0.915 6.712 3.487
O 1.212 6.336 2.663
H -4.692 2.260 2.921
H -5.936 2.088 2.046
O -5.600 1.882 2.920
H -5.886 0.001 3.349
H -6.688 -1.362 3.095
O -5.866 -0.970 3.379
```



Most stable one: 1, least stable one: 2.



1.
This record from OMol25 describes a cluster of 5 separate species, H8O3S2 in total. The level of theory is wB97M-V/def2-TZVPD.

Output
Orbital gap   3.31 eV
HOMO   -9.498 eV

Geometry as XYZ:
```
13
H8O3S2 wB97M-V/def2-TZVPD
S -1.227 -1.608 -0.502
S 2.663 1.023 0.071
H -1.329 -2.916 -0.587
H 3.555 1.713 0.790
H 0.937 -1.698 1.076
H 1.651 -0.265 1.331
O 1.368 -1.096 1.699
H 0.547 1.229 -0.939
H -0.294 0.077 -1.686
O -0.265 1.111 -1.474
H -1.879 1.240 0.310
H -2.884 0.126 -0.187
O -2.845 1.063 0.097
```



2.
This record from OMol25 describes a cluster of 4 separate species, H8O3S2 in total. The level of theory is wB97M-V/def2-TZVPD.

Output
Orbital gap   9.36 eV
HOMO   -9.062 eV
SMILES   SS.O.O.O

Geometry as XYZ:
```
13
H8O3S2 wB97M-V/def2-TZVPD
S -0.593 2.622 1.678
S -2.295 1.863 0.725
H -1.296 3.436 2.477
H -2.797 1.417 1.872
H 3.146 -6.515 -1.549
H 3.167 -7.762 -2.426
O 2.569 -7.189 -1.936
H 0.614 0.044 -2.420
H 1.151 0.911 -1.334
O 0.875 0.959 -2.263
H 2.154 -1.679 -0.639
H 1.535 -1.345 0.716
O 1.407 -1.215 -0.233
```



Most stable one: 2, least stable one: 1.



1.
This record from OMol25 describes an isolated molecule of C3H3BrO. The level of theory is wB97M-V/def2-TZVPD.

Output
Orbital gap   8.68 eV
HOMO   -8.773 eV
SMILES   CC(Br)=C=O

Geometry as XYZ:
```
8
C3H3BrO wB97M-V/def2-TZVPD
C -0.506 0.108 -0.040
C -0.872 1.329 0.037
C 0.914 -0.499 0.006
O -1.405 2.348 0.003
Br -1.855 -1.182 0.008
H 0.864 -1.580 0.386
H 1.694 0.038 0.706
H 1.167 -0.562 -1.106
```



2.
This record from OMol25 describes an isolated molecule of C3H3BrO. The level of theory is wB97M-V/def2-TZVPD.

Output
Orbital gap   8.92 eV
HOMO   -9.747 eV
SMILES   O=C=CCBr

Geometry as XYZ:
```
8
C3H3BrO wB97M-V/def2-TZVPD
C 0.542 -0.883 -0.005
C 1.346 -0.135 -0.728
C -0.575 0.256 0.533
O 2.178 0.814 -0.929
Br -2.428 0.234 -0.897
H 0.093 -1.659 0.540
H -0.038 1.244 0.102
H -1.118 0.130 1.385
```



3.
This record from OMol25 describes a cluster of 2 separate species, C3H3BrO in total. The level of theory is wB97M-V/def2-TZVPD.

Output
Orbital gap (alpha / beta)   6.84 / 4.63 eV
HOMO (alpha / beta)   -8.762 / -7.726 eV

Geometry as XYZ:
```
8
C3H3BrO wB97M-V/def2-TZVPD
C 0.298 -0.089 0.219
C -0.517 0.748 -0.474
C -0.466 1.954 -0.964
O -0.507 3.037 -1.362
Br -2.407 2.250 1.843
H -0.147 -0.929 0.607
H 1.324 0.149 0.667
H -1.486 0.418 -0.511
```



Most stable one: 1, least stable one: 2.



1.
This record from OMol25 describes a cluster of 2 separate species, C4H11N2O in total. The level of theory is wB97M-V/def2-TZVPD.

Output
Orbital gap (alpha / beta)   2.90 / 2.70 eV
HOMO (alpha / beta)   -15.870 / -15.870 eV
Spin multiplicity   2
Expectation value of S²   0.755
Total charge   +2

Geometry as XYZ:
```
18
C4H11N2O wB97M-V/def2-TZVPD
O 1.395 -0.627 -0.243
C 0.560 -1.422 0.098
C -0.872 -1.293 -0.144
C -1.520 -0.111 -0.774
C -1.798 1.070 0.214
N -2.919 0.846 1.076
N 4.603 0.451 -0.305
H 0.795 -2.207 0.786
H -1.443 -2.205 0.055
H -2.464 -0.448 -1.181
H -0.848 0.252 -1.553
H -2.021 2.027 -0.287
H -0.927 1.303 0.848
H 3.636 0.138 -0.347
H -3.063 -0.098 1.489
H -3.105 1.555 1.787
H 5.239 -0.307 -0.407
H 4.751 1.078 -1.111
```



2.
This record from OMol25 describes a cluster of 2 separate species, C4H11N2O in total. The level of theory is wB97M-V/def2-TZVPD.

Output
Orbital gap (alpha / beta)   4.38 / 5.74 eV
HOMO (alpha / beta)   -16.855 / -17.053 eV
Spin multiplicity   2
Expectation value of S²   1.775
Total charge   +2

Geometry as XYZ:
```
18
C4H11N2O wB97M-V/def2-TZVPD
O -1.566 0.424 1.044
C -0.531 -0.080 0.614
C 0.363 0.464 -0.348
C 1.485 -0.344 -0.935
C 2.611 -0.845 0.016
N 2.982 0.127 0.977
N -4.972 0.563 -0.230
H -0.476 -1.184 0.712
H 0.316 1.454 -0.704
H 1.934 0.286 -1.705
H 1.055 -1.217 -1.434
H 3.451 -1.303 -0.526
H 2.142 -1.719 0.501
H 3.138 -0.189 1.938
H 2.566 1.057 0.907
H -5.502 1.255 0.316
H -5.001 0.719 -1.244
H -3.995 0.533 0.102
```



Most stable one: 2, least stable one: 1.